# 1
The following is a DFT calculation (ωB97M-V with the def2-TZVPD basis set) of a molecular structure, C28H26BN4OSSiV at a distorted geometry.

```
63
Properties=species:S:1:pos:R:3:lowdin_charge:R:1
V 0.827 -0.837 -0.340 0.464
B 0.773 1.503 2.397 -0.394
N 0.772 -0.064 2.588 -0.044
C 0.683 -0.611 3.809 -0.115
C 0.725 -1.985 3.692 -0.072
C 0.832 -2.206 2.316 -0.153
N 0.863 -1.046 1.652 -0.072
N 0.717 1.948 0.882 -0.046
C 0.731 3.211 0.472 -0.103
C 0.513 3.252 -0.899 -0.063
C 0.359 1.917 -1.258 -0.135
N 0.481 1.129 -0.176 -0.069
H 1.785 1.969 2.887 0.061
H -0.226 1.937 2.954 0.063
H 0.612 0.025 4.679 0.116
H 0.688 -2.718 4.483 0.084
H 0.897 -3.130 1.764 0.107
H 0.879 4.009 1.187 0.123
H 0.468 4.123 -1.535 0.086
H 0.163 1.480 -2.223 0.113
C 4.549 1.289 1.338 -0.109
C 4.164 1.535 0.032 -0.098
C 3.636 0.499 -0.742 -0.128
C 3.478 -0.799 -0.238 -0.402
C 3.868 -1.008 1.098 -0.130
C 4.401 0.009 1.874 -0.096
Si 2.618 -2.210 -1.251 0.583
C 3.236 -1.841 -3.037 -0.363
C 4.595 -1.679 -3.349 -0.122
C 5.019 -1.334 -4.627 -0.109
C 4.088 -1.144 -5.647 -0.121
C 2.738 -1.302 -5.373 -0.112
C 2.324 -1.641 -4.083 -0.130
H 4.951 2.091 1.947 0.094
H 4.262 2.530 -0.388 0.096
H 3.340 0.708 -1.764 0.097
H 3.728 -1.988 1.541 0.094
H 4.675 -0.183 2.905 0.097
H 3.504 -3.370 -0.895 -0.064
H 5.334 -1.818 -2.565 0.098
H 6.076 -1.208 -4.832 0.090
H 4.417 -0.872 -6.644 0.089
H 2.005 -1.158 -6.159 0.090
H 1.263 -1.755 -3.881 0.083
C -6.947 2.342 1.547 -0.038
C -8.139 1.427 1.710 -0.742
O -9.186 1.816 2.160 -0.022
S -8.022 -0.326 1.358 1.013
C -6.341 -0.580 0.877 -0.594
C -5.996 -0.608 -0.470 -0.107
C -4.674 -0.806 -0.851 -0.033
C -3.669 -0.983 0.100 -0.255
C -4.030 -0.967 1.451 -0.023
C -5.350 -0.774 1.836 -0.103
C -2.290 -1.159 -0.280 -0.133
C -1.107 -1.263 -0.568 -0.112
H -7.272 3.200 0.961 0.087
H -6.087 1.873 1.079 0.061
H -6.665 2.703 2.536 0.092
H -6.765 -0.463 -1.219 0.101
H -4.402 -0.822 -1.898 0.113
H -3.252 -1.104 2.192 0.117
H -5.616 -0.763 2.887 0.105
```

Computed properties:
net charge	-1
DFT total energy	-82542.4502	eV
lowest unoccupied orbital energy (spin up / spin down)	2.482 / 2.480	eV
frontier orbital gap (spin up / spin down)	6.12 / 5.47	eV
2S+1	2
expectation value of S²	0.7847
highest occupied orbital energy (spin up / spin down)	-3.64 / -2.99	eV

# 2
The following is a DFT calculation (ωB97M-V with the def2-TZVPD basis set) of 2 unconnected molecules or ions with the total composition C9H7I2NO3 at a distorted geometry.

```
22
Properties=species:S:1:pos:R:3:lowdin_charge:R:1
C 2.271 2.000 1.496 -0.134
C 2.793 1.439 0.386 -0.091
C 1.042 1.551 1.935 -0.084
C 2.040 0.502 -0.314 -0.017
C 0.382 0.445 1.377 0.013
C 0.923 -0.093 0.198 -0.184
C 0.241 0.029 -2.684 -0.717
C -0.725 -2.403 -2.229 -0.578
C -0.117 -1.164 -1.711 -0.241
N 0.093 -1.097 -0.405 -0.155
O 0.022 1.182 -2.259 -0.029
O -0.311 -2.089 0.356 -0.061
O 0.622 -0.406 -3.768 -0.031
I 0.405 -4.174 -1.727 0.654
I -16.188 2.039 9.529 -1.000
H 2.738 2.862 1.896 0.088
H 3.640 1.973 0.105 0.082
H 0.640 2.230 2.678 0.093
H 2.395 0.210 -1.355 0.145
H -0.549 0.008 1.621 0.098
H -1.733 -2.550 -1.712 0.070
H -0.623 -2.493 -3.413 0.081
```

Computed properties:
net charge	-2
DFT total energy	-33278.8927	eV
ΔE to the lowest compared entry with this formula, charge and spin	0.0	kcal/mol
lowest unoccupied orbital energy (spin up / spin down)	3.510 / 2.222	eV
frontier orbital gap (spin up / spin down)	5.41 / 4.68	eV
2S+1	3
expectation value of S²	2.0159
highest occupied orbital energy (spin up / spin down)	-1.90 / -2.45	eV

# 3
The following is a DFT calculation (ωB97M-V with the def2-TZVPD basis set) of a molecular structure, C50H30AuCl4N5O3S.

```
94
Properties=species:S:1:pos:R:3:lowdin_charge:R:1
Au -0.464 -0.507 -0.518 1.450
Cl 1.162 -4.977 -8.582 0.682
C 0.907 -4.126 -7.095 -0.666
C -0.376 -4.019 -6.584 -0.090
C -0.575 -3.335 -5.397 -0.021
C 0.498 -2.767 -4.714 -0.204
C 1.779 -2.889 -5.247 -0.025
C 1.989 -3.564 -6.437 -0.088
C 0.265 -2.024 -3.449 -0.061
C 0.899 -2.477 -2.295 -0.226
C 1.768 -3.592 -2.228 0.012
C 2.366 -3.568 -1.006 0.018
C 1.837 -2.464 -0.273 -0.181
C 2.121 -2.100 1.079 -0.011
C 3.425 -2.346 1.751 -0.139
C 4.290 -3.422 1.513 -0.023
C 5.472 -3.573 2.217 -0.099
C 5.827 -2.636 3.177 -0.648
Cl 7.300 -2.851 4.071 0.680
C 5.023 -1.537 3.411 -0.059
C 3.855 -1.394 2.685 -0.022
C 1.129 -1.502 1.843 -0.191
N -0.039 -0.939 1.377 -0.024
C -0.802 -0.597 2.459 -0.204
C -1.972 0.158 2.450 -0.071
C -2.659 0.389 3.752 -0.212
C -2.557 1.617 4.397 -0.017
C -3.169 1.823 5.622 -0.077
C -3.890 0.790 6.198 -0.661
Cl -4.667 1.040 7.728 0.678
C -4.000 -0.442 5.574 -0.091
C -3.379 -0.638 4.353 -0.018
C -2.450 0.802 1.320 -0.224
C -3.503 1.777 1.310 0.032
C -3.550 2.311 0.069 0.032
C -2.567 1.635 -0.737 -0.222
N -1.921 0.727 0.061 -0.039
C -2.399 1.803 -2.099 -0.076
C -1.660 0.914 -2.890 -0.224
C -1.619 0.905 -4.316 0.016
C -0.947 -0.214 -4.695 0.021
C -0.527 -0.884 -3.508 -0.224
N -0.964 -0.159 -2.425 -0.034
C -3.123 2.917 -2.765 -0.209
C -4.157 2.665 -3.661 -0.029
C -4.842 3.705 -4.265 -0.089
C -4.488 5.012 -3.968 -0.666
Cl -5.341 6.319 -4.722 0.680
C -3.466 5.289 -3.075 -0.088
C -2.789 4.238 -2.478 -0.020
C -0.131 -1.005 3.656 0.038
C 1.048 -1.534 3.288 0.037
N 0.924 -1.838 -1.073 -0.035
H -1.206 -4.467 -7.111 0.109
H -1.573 -3.248 -4.989 0.128
H 2.617 -2.436 -4.734 0.129
H 2.980 -3.651 -6.857 0.110
H 1.913 -4.313 -3.011 0.121
H 3.039 -4.315 -0.642 0.093
H 4.067 -4.191 0.796 0.081
H 6.113 -4.422 2.029 0.105
H 5.277 -0.772 4.128 0.095
H 3.293 -0.490 2.855 0.086
H -1.975 2.413 3.953 0.123
H -3.074 2.769 6.134 0.112
H -4.562 -1.235 6.045 0.107
H -3.453 -1.600 3.862 0.126
H -4.113 2.019 2.161 0.122
H -4.215 3.072 -0.299 0.122
H -2.057 1.653 -4.950 0.116
H -0.734 -0.547 -5.695 0.121
H -4.440 1.643 -3.877 0.127
H -5.650 3.510 -4.955 0.109
H -3.204 6.314 -2.854 0.110
H -1.991 4.448 -1.779 0.124
H -0.500 -0.864 4.654 0.132
H 1.793 -1.945 3.941 0.132
N 1.256 1.956 -0.777 0.061
C 1.709 2.111 0.552 -0.339
C 0.774 2.282 1.575 -0.050
C 1.168 2.201 2.892 -0.059
C 2.493 1.971 3.215 -0.271
C 3.435 1.902 2.212 -0.070
C 3.051 1.967 0.879 -0.031
S 2.906 1.676 4.943 0.416
O 4.197 1.007 4.872 -0.359
O 1.807 0.810 5.359 -0.360
O 2.920 2.986 5.552 -0.332
H 0.589 2.657 -1.077 0.079
H 2.005 1.906 -1.454 0.084
H -0.260 2.440 1.324 0.093
H 0.448 2.266 3.695 0.106
H 4.469 1.738 2.483 0.118
H 3.790 1.861 0.095 0.107
```

Computed properties:
DFT total energy	-130547.8723	eV
ΔE to the lowest compared entry with this formula, charge and spin	13.1	kcal/mol
lowest unoccupied orbital energy (spin up / spin down)	-2.466 / -2.467	eV
frontier orbital gap (spin up / spin down)	5.40 / 5.40	eV
highest occupied orbital energy (spin up / spin down)	-7.87 / -7.87	eV

# 4
The following is a DFT calculation (ωB97M-V with the def2-TZVPD basis set) of 14 unconnected molecules or ions with the total composition C4H39N2O13 at a distorted geometry.

```
58
Properties=species:S:1:pos:R:3:lowdin_charge:R:1
C 3.604 -1.906 -1.164 -0.036
C 2.585 -1.203 -0.214 -0.420
C 3.284 -0.213 0.708 -0.158
C 2.420 -0.028 1.947 -0.149
N 1.425 1.107 1.981 0.183
N 1.473 -0.544 -0.929 0.067
H 3.978 -2.793 -0.694 0.071
H 3.233 -2.097 -2.198 0.086
H 4.371 -1.158 -1.278 0.064
H 2.110 -1.924 0.507 0.143
H 4.280 -0.495 1.027 0.119
H 3.448 0.818 0.351 0.125
H 3.148 0.124 2.759 0.139
H 1.732 -0.858 2.099 0.084
H 1.149 1.218 2.955 0.127
H 1.893 1.942 1.582 0.110
H 0.577 0.937 1.464 0.115
H 1.741 0.186 -1.572 0.058
H 1.096 -1.305 -1.462 0.045
H -2.247 -0.042 -0.862 -0.010
H -0.849 -0.590 -0.397 0.011
O -1.651 -0.137 -0.109 -0.049
H -0.813 -2.905 -2.216 0.048
H -1.454 -1.920 -3.142 0.014
O -0.622 -2.388 -3.008 -0.048
H -0.505 -1.895 3.611 -0.002
H 0.541 -2.051 4.581 0.065
O 0.477 -1.902 3.609 -0.090
H -2.704 -1.962 3.669 0.074
H -2.367 -0.704 2.653 0.020
O -2.188 -1.170 3.476 -0.063
H 1.551 4.081 0.123 0.068
H 1.302 2.895 -0.639 0.023
O 1.696 3.133 0.241 -0.077
H -4.066 -3.056 0.255 0.028
H -3.684 -3.554 -1.240 0.024
O -3.587 -3.673 -0.297 -0.047
H -0.941 -0.098 -4.196 0.081
H -1.962 0.243 -3.139 0.016
O -1.039 0.407 -3.371 -0.037
H -1.321 1.747 2.711 -0.011
H -1.220 0.923 3.917 0.034
O -0.799 1.707 3.527 -0.072
H -4.618 -0.124 -1.766 0.080
H -3.787 0.525 -2.909 0.066
O -3.722 0.002 -2.101 -0.038
H -1.542 3.364 1.250 0.064
H -1.261 2.018 0.174 0.018
O -1.737 2.532 0.827 -0.055
H 2.833 0.842 -4.378 0.061
H 1.321 0.420 -4.263 0.028
O 1.932 1.159 -4.269 -0.033
H 0.011 1.628 -2.568 -0.001
H 1.110 2.578 -3.031 0.045
O 0.641 2.293 -2.234 -0.082
H -3.542 1.509 3.296 0.085
H -3.574 1.358 1.774 0.069
O -3.156 0.998 2.574 -0.078
```

Computed properties:
net charge	+1
DFT total energy	-34373.3447	eV
ΔE to the lowest compared entry with this formula, charge and spin	86.8	kcal/mol
lowest unoccupied orbital energy	-2.781	eV
frontier orbital gap	9.45	eV
highest occupied orbital energy	-12.23	eV

# 5
The following is a DFT calculation (ωB97M-V with the def2-TZVPD basis set) of a single C3H3NO2 molecule at a distorted geometry.

```
9
Properties=species:S:1:pos:R:3:lowdin_charge:R:1
C -1.223 -0.249 0.216 -0.039
O -0.488 0.430 -0.810 -0.016
C 0.816 0.653 -0.681 -0.500
O 1.403 1.481 -1.317 0.164
C 1.557 -0.219 0.263 -0.097
N 2.220 -0.871 0.950 0.192
H -0.800 -1.231 0.450 0.094
H -1.257 0.372 1.116 0.103
H -2.228 -0.365 -0.187 0.099
```

Computed properties:
SMILES	COC(=O)C#N
DFT total energy	-8743.5658	eV
ΔE to the lowest compared entry with this formula, charge and spin	36.1	kcal/mol
lowest unoccupied orbital energy	-0.046	eV
frontier orbital gap	11.69	eV
highest occupied orbital energy	-11.74	eV

# 6
The following is a DFT calculation (ωB97M-V with the def2-TZVPD basis set) of 2 unconnected molecules or ions with the total composition C3H5N3 at a distorted geometry.

```
11
Properties=species:S:1:pos:R:3:lowdin_charge:R:1
C 1.210 -1.014 0.513 -0.101
N 0.357 -0.313 -0.444 -0.119
C -0.979 -0.221 -0.550 -0.280
C -2.015 0.336 -0.831 0.051
N -0.874 2.232 0.547 0.036
N 0.133 1.879 0.831 0.039
H 2.117 -0.422 0.713 0.077
H 0.710 -1.184 1.469 0.082
H 1.529 -1.989 0.133 0.071
H 0.742 -0.137 -1.352 0.126
H -2.930 0.832 -1.031 0.018
```

Computed properties:
SMILES	C#CNC.N#N
DFT total energy	-7660.1903	eV
ΔE to the lowest compared entry with this formula, charge and spin	52.2	kcal/mol
lowest unoccupied orbital energy	1.010	eV
frontier orbital gap	9.37	eV
highest occupied orbital energy	-8.36	eV

# 7
The following is a DFT calculation (ωB97M-V with the def2-TZVPD basis set) of a molecular structure, C24H20BFN3O5Sr at a distorted geometry.

```
55
Properties=species:S:1:pos:R:3:lowdin_charge:R:1
Sr -0.011 -1.447 0.319 1.549
C -2.477 -4.303 2.304 0.003
C -2.158 -3.297 1.214 -0.416
O -1.063 -3.345 0.649 -0.182
C -3.171 -2.302 1.009 -0.148
C -3.173 -1.175 0.017 -0.444
C -4.507 -0.682 -0.498 -0.010
N -2.021 -0.908 -0.665 -0.077
N -2.011 -0.068 -1.598 0.149
C -0.628 0.383 -1.853 -0.609
O 0.321 -0.482 -1.522 -0.415
C -0.484 0.987 -3.256 -0.129
C -1.542 1.543 -3.961 -0.043
C -1.307 2.226 -5.143 -0.097
C -0.016 2.370 -5.624 -0.115
C 1.041 1.803 -4.932 -0.090
C 0.807 1.113 -3.759 -0.023
H -1.699 -5.061 2.335 0.083
H -3.447 -4.769 2.154 0.081
H -2.496 -3.768 3.252 0.097
H -4.162 -2.596 1.346 0.146
H -5.301 -1.396 -0.292 0.073
H -4.435 -0.508 -1.567 0.064
H -4.745 0.256 0.005 0.076
H -2.544 1.437 -3.575 0.099
H -2.132 2.660 -5.693 0.094
H 0.166 2.918 -6.538 0.090
H 2.052 1.910 -5.306 0.096
H 1.609 0.658 -3.193 0.114
F -0.110 5.169 1.150 0.029
C -0.259 4.009 0.448 -0.273
C 0.834 3.181 0.274 0.003
C 0.669 2.008 -0.441 -0.015
C -0.560 1.684 -1.001 -0.140
C -1.642 2.535 -0.810 -0.018
C -1.500 3.695 -0.070 -0.004
H 1.792 3.455 0.687 0.116
H 1.497 1.329 -0.595 0.118
H -2.605 2.299 -1.238 0.109
H -2.337 4.355 0.101 0.114
O 3.153 -0.685 1.429 0.068
B 2.092 -1.569 1.697 -0.490
O 2.467 -2.307 2.849 0.068
C 3.686 -1.880 3.241 -0.239
C 4.485 -2.273 4.301 -0.012
C 5.707 -1.632 4.454 -0.123
C 6.123 -0.642 3.576 -0.121
C 5.330 -0.250 2.507 -0.011
C 4.110 -0.876 2.357 -0.243
H 4.175 -3.048 4.984 0.107
H 6.353 -1.911 5.275 0.089
H 7.082 -0.167 3.726 0.089
H 5.649 0.512 1.814 0.109
O -3.798 -0.291 2.155 -0.211
N -2.855 -0.859 1.503 -0.138
```

Computed properties:
net charge	-1
DFT total energy	-44148.7431	eV
ΔE to the lowest compared entry with this formula, charge and spin	93.2	kcal/mol
lowest unoccupied orbital energy	2.709	eV
frontier orbital gap	6.85	eV
highest occupied orbital energy	-4.14	eV

# 8
The following is a DFT calculation (ωB97M-V with the def2-TZVPD basis set) of a molecular structure, C12H20AsClNO8S at a distorted geometry.

```
44
Properties=species:S:1:pos:R:3:lowdin_charge:R:1
C 5.567 -1.506 1.172 -0.030
C 3.924 -1.482 0.865 -0.284
O 3.199 -0.590 1.542 -0.034
O 3.439 -2.454 -0.123 -0.028
C 1.944 -2.520 -0.134 -0.269
O 1.408 -3.606 0.425 -0.013
C 1.166 -1.295 -0.884 -0.261
As -0.813 -1.155 -0.521 0.732
C -0.907 0.170 -2.075 -0.338
C -0.217 1.648 -1.697 -0.268
C -1.071 2.526 -0.620 -0.218
C 0.046 3.134 0.467 -0.268
S 1.310 4.271 -0.320 0.512
O 1.726 5.361 0.741 -0.456
O 0.708 4.863 -1.615 -0.423
Cl 3.124 3.283 -0.832 0.293
C -2.764 -0.933 -0.048 -0.326
C -3.033 -1.634 1.448 -0.281
O -2.591 -0.762 2.545 -0.125
C -3.711 -0.504 3.486 -0.133
O -3.391 -0.196 4.773 -0.095
N -1.088 -2.664 -1.609 -0.104
C -1.842 -2.427 -2.722 -0.246
O -2.561 -2.115 -3.818 -0.091
H 6.209 -1.415 0.185 0.088
H 5.888 -0.638 1.917 0.098
H 5.836 -2.526 1.680 0.085
H 1.299 -1.352 -2.054 0.096
H 1.659 -0.292 -0.539 0.067
H -0.695 -2.106 0.735 0.007
H -0.500 0.018 0.447 -0.016
H -0.264 -0.181 -3.019 0.084
H -2.034 0.395 -2.396 0.093
H 0.927 1.554 -1.434 0.061
H -0.253 2.250 -2.728 0.116
H -1.840 1.935 0.031 0.094
H -1.612 3.469 -1.065 0.115
H -0.493 3.564 1.416 0.126
H 0.652 2.177 0.843 0.111
H -3.124 0.182 0.078 0.069
H -3.528 -1.450 -0.763 0.073
H -4.221 -1.733 1.507 0.106
H -2.630 -2.741 1.506 0.126
H -4.848 -0.525 3.210 0.153
```

Computed properties:
net charge	-1
DFT total energy	-114822.8987	eV
lowest unoccupied orbital energy	1.123	eV
frontier orbital gap	6.07	eV
highest occupied orbital energy	-4.95	eV

Question: Which value of DFT total energy does entry 7 give?
Answer: -44148.7431 eV

Question: DFT total energy of number 6 (C3H5N3)?
Answer: -7660.1903 eV

Question: DFT total energy of number 7 (C24H20BFN3O5Sr)?
Answer: -44148.7431 eV

Please write out number 6 again, unchanged.
The following is a DFT calculation (ωB97M-V with the def2-TZVPD basis set) of 2 unconnected molecules or ions with the total composition C3H5N3 at a distorted geometry.

```
11
Properties=species:S:1:pos:R:3:lowdin_charge:R:1
C 1.210 -1.014 0.513 -0.101
N 0.357 -0.313 -0.444 -0.119
C -0.979 -0.221 -0.550 -0.280
C -2.015 0.336 -0.831 0.051
N -0.874 2.232 0.547 0.036
N 0.133 1.879 0.831 0.039
H 2.117 -0.422 0.713 0.077
H 0.710 -1.184 1.469 0.082
H 1.529 -1.989 0.133 0.071
H 0.742 -0.137 -1.352 0.126
H -2.930 0.832 -1.031 0.018
```

Computed properties:
SMILES	C#CNC.N#N
DFT total energy	-7660.1903	eV
ΔE to the lowest compared entry with this formula, charge and spin	52.2	kcal/mol
lowest unoccupied orbital energy	1.010	eV
frontier orbital gap	9.37	eV
highest occupied orbital energy	-8.36	eV